(1)
A molecular structure, C6H8BrNO2S. Source: OMol25; level of theory: ωB97M-V/def2-TZVPD.

```
19
Properties=species:S:1:pos:R:3:forces:R:3:lowdin_charge:R:1
C 1.31468 0.40676 3.15602 1.9 0.7 1.1 -0.1036
C 1.57300 -0.87415 3.50394 -2.5 1.9 -2.6 -0.2996
C 0.44519 0.54926 1.97977 -0.6 0.5 -0.3 -0.6104
C -0.93420 1.46693 -1.83856 -0.9 2.2 1.4 -0.1406
C -0.24819 -0.76403 -1.61973 -0.3 -1.2 -1.2 -0.3149
C 0.91059 -0.88431 -0.74585 0.4 1.1 0.6 -0.6044
N -0.09912 -0.67276 1.56275 0.3 0.7 -0.4 -0.3134
O 0.19787 1.60043 1.41041 0.1 0.1 0.1 0.0363
O -0.17874 0.44153 -2.39647 0.2 -1.9 0.2 -0.1929
S 0.49065 -1.82323 2.47933 0.3 -1.8 0.9 0.8836
Br 1.67579 -2.46250 -0.38620 0.6 -1.0 0.0 0.8399
H 1.82568 1.30415 3.61172 -0.8 -1.1 -0.7 0.1354
H 2.19598 -1.25000 4.22842 1.2 -0.9 1.5 0.0435
H -0.58777 1.71160 -0.71551 -1.3 -0.7 -2.3 0.1148
H -2.05984 1.29218 -2.01476 1.5 0.0 0.9 0.1085
H -0.75172 2.40338 -2.42205 0.2 -0.8 0.3 0.0869
H -1.11444 -0.84988 -0.97015 -0.6 0.5 0.0 0.1170
H -0.29319 -1.73415 -2.24392 0.0 1.7 0.3 0.1398
H 1.52369 -0.01039 -0.61859 0.2 0.1 0.2 0.0741
```
Positions in Å, forces in eV/Å.

Calculated values
- LUMO level (spin up / spin down) (eV) = -0.53 / -1.93
- energy relative to the best compared isomer or geometry (same formula, charge and spin) (kJ/mol) = 514.7
- highest occupied orbital energy (spin up / spin down) (eV) = -8.43 / -7.77
- F_max (eV Å⁻¹) = 4.1
- DFT total energy (Eh) = -3410.704865
- 2S+1 = 1

(2)
A molecular structure, C6H10Br4Cl6. Source: OMol25; level of theory: ωB97M-V/def2-TZVPD.

```
26
Properties=species:S:1:pos:R:3:forces:R:3:lowdin_charge:R:1
Br 1.10786 2.87507 -1.32248 -1.7 -0.7 -0.6 0.5176
C -0.59289 1.81278 -1.85917 0.9 -1.0 1.7 -0.5574
C -0.47151 0.50692 -1.01974 -0.9 0.1 -0.4 -0.6505
Br -2.20121 -0.46647 -1.23947 0.4 0.0 -0.7 0.5738
H -0.62290 1.65297 -2.93698 0.5 0.0 0.2 0.0617
H -1.53085 2.27147 -1.54626 0.5 0.7 0.0 -0.0030
H -0.52992 0.58960 0.06556 0.5 0.8 -0.2 -0.0058
H 0.36347 -0.14881 -1.26658 -0.3 0.1 -0.3 0.0404
Br 5.05343 -2.59466 -1.13826 0.6 -0.4 1.0 0.5677
C 4.24918 -1.55892 0.36005 -0.7 -0.7 -1.0 -0.6298
C 3.22756 -0.72612 -0.42139 0.6 0.2 1.3 -0.7530
Br 4.29601 0.46338 -1.48892 -0.3 0.8 -0.6 0.6055
H 4.93747 -0.95003 0.94624 0.3 -0.2 -0.5 0.0622
H 3.81260 -2.33821 0.98471 -0.2 0.2 0.0 0.0484
H 2.68955 -0.03905 0.23176 -0.3 -0.3 0.0 0.0444
H 2.59247 -1.38175 -1.01713 0.0 0.4 -0.1 0.0446
C -0.98437 -2.68708 2.20992 -1.0 -0.2 1.0 -1.3427
Cl -1.71234 -1.01229 1.99506 0.7 -1.7 -0.1 0.4430
Cl -0.91957 -3.83357 0.80354 -0.3 1.4 1.0 0.4944
Cl -1.93421 -3.45786 3.63158 1.0 0.6 -1.5 0.4294
H 0.03935 -2.54503 2.55622 -0.3 -0.1 -0.1 0.0043
C -4.15678 2.64421 0.23042 -0.5 -0.7 -1.0 -1.6620
Cl -3.32287 4.06159 -0.26726 0.5 1.4 -0.2 0.5811
Cl -5.86473 2.88332 0.50879 -0.6 0.3 0.0 0.5539
Cl -3.43790 1.98029 1.64455 0.6 -0.6 0.7 0.5489
H -4.08692 1.99825 -0.64476 0.1 -0.5 0.6 -0.0168
```
Positions in Å, forces in eV/Å.

Calculated values
- LUMO level (eV) = -0.10
- energy relative to the best compared isomer or geometry (same formula, charge and spin) (kJ/mol) = 130.3
- highest occupied orbital energy (eV) = -9.69
- F_max (eV Å⁻¹) = 2.1
- DFT total energy (Eh) = -13291.771699
- 2S+1 = 1

(3)
A molecular structure, C41H76BF9Hg2N4O15PS. Source: OMol25; level of theory: ωB97M-V/def2-TZVPD.

```
150
Properties=species:S:1:pos:R:3:forces:R:3:lowdin_charge:R:1
Hg 21.78126 11.40478 7.13450 0.1 0.2 -0.1 0.4368
Hg 15.24155 17.15161 5.92394 0.5 0.2 0.2 0.8200
O 14.15644 12.00565 5.15130 0.9 -4.7 0.0 0.1204
C 14.29517 10.74254 5.13056 -0.9 5.3 -0.3 -0.3038
O 13.40947 9.90844 4.69921 -0.7 0.0 0.1 0.2652
B 13.74654 8.52566 5.09821 0.5 -0.2 -1.2 -0.8280
O 15.18160 8.68979 5.47605 -0.4 -1.9 0.0 0.2674
C 15.53376 9.90997 5.55340 3.5 1.7 1.3 -0.3684
O 16.65019 10.31634 5.90076 -2.8 -0.5 -1.0 0.1439
O 13.56942 7.57168 3.96117 0.0 0.7 1.3 0.2325
C 12.82748 6.57290 4.40705 -0.8 -3.5 -2.2 -0.3219
O 12.56261 5.56050 3.73631 0.5 3.0 2.3 0.1298
C 12.40349 6.87930 5.89647 -1.8 -2.5 1.2 -0.3406
O 12.93704 8.03236 6.17635 0.4 1.0 0.6 0.2661
O 11.72785 6.19544 6.66036 1.7 1.6 -2.2 0.1531
P 17.62395 20.71033 8.11919 0.7 -1.8 -0.3 0.2612
F 16.64751 22.05028 7.88434 1.7 -1.8 1.2 -0.1770
F 17.98813 20.80526 9.70735 -1.4 1.0 -1.0 -0.1609
F 16.38078 19.67239 8.37292 -2.9 1.3 1.9 -0.2337
F 18.32765 19.21657 8.15020 3.1 -0.4 0.5 -0.2113
F 17.34330 20.25158 6.60107 0.5 2.0 -2.3 -0.2270
F 19.04680 21.50347 7.82019 -2.0 -0.7 -0.3 -0.1752
C 20.88776 17.08362 3.29729 -1.7 -1.5 0.5 -0.5394
F 21.32865 17.48352 4.50413 0.3 0.2 -1.6 0.1252
F 19.90429 17.96341 2.86622 2.4 -1.3 0.2 0.0920
F 21.89298 16.86156 2.39045 -1.4 1.2 1.3 0.0993
S 20.01323 15.37516 3.64150 -0.7 1.0 -2.2 0.5641
O 20.93722 14.61197 4.45605 -0.4 0.2 -0.2 -0.2678
O 18.78205 15.82510 4.33563 1.1 -0.8 -0.5 -0.2623
O 19.76991 14.80526 2.27588 0.3 0.9 2.5 -0.2651
C 25.80814 13.64751 -2.50824 0.3 -0.7 -0.1 -0.0110
C 25.13608 12.31581 -3.10282 -1.2 1.2 0.8 -0.4081
C 23.94937 11.90924 -2.09772 0.8 -0.2 -0.2 -0.1376
C 22.90776 10.93812 -2.60939 1.4 -0.2 -1.4 -0.1885
C 22.35601 11.49362 -3.94236 -0.2 1.8 1.8 -0.1324
C 23.37506 12.04817 -5.00168 -0.8 -0.4 0.0 -0.3797
N 24.52831 12.75564 -4.36163 -1.7 -2.8 1.0 -0.1009
O 25.39661 13.17638 -5.33336 0.2 0.5 0.3 0.0408
C 23.73336 10.77938 -5.91072 0.0 1.8 -0.6 -0.0010
C 22.60854 13.25552 -5.79536 0.5 -1.4 0.9 0.0034
C 26.07832 11.07340 -3.27154 0.0 1.6 0.2 0.0081
H 26.44190 14.29462 -3.11461 0.1 -0.7 -1.0 0.0707
H 26.49825 13.38879 -1.70517 -0.5 -0.1 0.5 0.0789
H 25.04543 14.37030 -2.21851 -0.3 -0.5 0.5 0.0777
H 24.48199 11.37666 -1.30981 0.0 0.5 0.5 0.1193
H 23.31521 12.69682 -1.69071 0.9 0.8 0.0 0.1190
H 22.15051 10.85078 -1.83025 -0.2 -0.1 -0.3 0.1211
H 23.42639 9.98443 -2.70732 -0.5 -0.4 -0.3 0.0996
H 21.90521 12.43254 -3.62093 -0.4 0.2 0.4 0.0977
H 21.46215 10.93295 -4.21580 0.6 -0.3 -1.1 0.1247
H 24.38134 11.13577 -6.71147 0.3 -0.3 0.0 0.0776
H 24.13543 9.89092 -5.42382 0.2 0.5 0.4 0.0801
H 22.80992 10.45819 -6.39258 -0.1 0.1 0.1 0.0795
H 22.16303 13.95750 -5.09050 -0.6 -0.7 0.5 0.0764
H 23.18085 14.01873 -6.32270 0.5 -0.9 -0.9 0.0685
H 21.87977 12.71757 -6.40166 -0.1 0.7 -0.3 0.0863
H 25.53647 10.12799 -3.24502 0.0 0.2 -0.4 0.0762
H 26.78000 11.07724 -2.43744 0.1 0.0 0.0 0.0854
H 26.62389 11.28630 -4.19085 0.1 -0.7 0.0 0.0875
H 24.93559 14.01101 -5.44498 0.8 0.8 -1.1 0.1073
C 25.22484 25.14734 0.41549 -0.5 -0.8 -0.1 0.0308
C 25.92232 23.69506 0.53288 0.1 0.4 2.1 -0.4577
C 25.02999 22.63226 -0.03325 -1.2 0.8 -1.9 -0.1455
C 24.92712 22.81836 -1.60149 -0.4 -1.8 2.4 -0.1496
C 26.32447 22.47715 -2.01593 -0.4 1.6 -1.8 -0.1636
C 27.41438 23.48418 -1.49470 -0.3 -0.8 -0.4 -0.4568
N 27.25479 23.61444 -0.06114 -1.3 -0.1 -1.2 -0.0704
O 28.20119 24.45305 0.47166 -0.1 -0.1 0.4 0.0564
C 28.68689 22.74742 -1.88955 0.5 0.3 0.2 -0.0374
C 27.37490 24.91106 -2.21698 -0.8 -1.2 -0.3 0.0180
C 26.13403 23.19812 1.98212 0.4 1.2 0.9 -0.0244
H 24.14783 25.00553 0.50521 -0.2 -0.7 -0.6 0.0842
H 25.43330 25.58940 -0.55879 0.0 0.0 0.2 0.0602
H 25.24743 25.93055 1.17321 1.5 -0.3 0.4 0.0844
H 25.39266 21.62578 0.17549 0.5 0.1 -0.3 0.1191
H 24.10417 22.63550 0.54203 -0.3 0.5 -0.3 0.1267
H 24.60011 23.76639 -2.02854 -0.1 0.1 0.6 0.1113
H 24.25242 22.02777 -1.92991 -0.1 0.2 -0.4 0.1140
H 26.22377 22.60544 -3.09366 1.0 0.0 -0.4 0.1234
H 26.57239 21.42341 -1.88836 0.2 0.2 0.5 0.1262
H 29.59910 23.27146 -1.60435 0.0 0.3 -0.6 0.0895
H 28.81417 21.74735 -1.47507 -0.5 0.0 0.2 0.0891
H 28.48853 22.64201 -2.95615 1.1 0.0 -0.1 0.0918
H 27.84258 25.75781 -1.71459 -0.1 -0.4 0.4 0.0902
H 27.81121 24.83477 -3.21293 0.2 -0.2 0.1 0.0859
H 26.31540 25.08010 -2.40931 0.0 0.5 0.1 0.0628
H 25.29151 23.36935 2.65214 -0.3 0.2 -0.3 0.0959
H 26.95992 23.77329 2.40067 0.0 -0.2 0.3 0.0799
H 26.34971 22.13210 2.05434 0.2 0.1 -0.4 0.0876
H 28.84250 23.78288 0.71902 0.9 0.3 0.4 0.1288
C 12.53084 12.44674 -3.10056 0.3 0.9 0.3 0.0175
C 14.05571 12.40897 -3.48679 -0.8 0.4 -0.1 -0.5058
C 14.25636 11.52685 -4.70819 -1.0 1.0 -1.3 -0.1330
C 13.59267 12.06894 -5.98800 -0.3 1.3 0.4 -0.1515
C 14.12901 13.53594 -6.34234 0.1 -2.4 1.8 -0.0639
C 14.27076 14.45951 -5.03775 3.6 -1.0 -2.4 -0.4892
N 14.59143 13.73009 -3.81317 -0.6 -0.3 -0.1 -0.0137
O 14.84736 14.56447 -2.73239 -0.6 -0.3 -0.5 0.0590
C 15.46021 15.45737 -5.27415 0.5 0.5 0.8 -0.0256
C 13.07712 15.25612 -5.05356 -3.6 1.2 1.4 -0.0617
C 14.78003 11.75804 -2.35144 1.2 0.1 1.2 -0.0392
H 12.39351 12.98755 -2.16420 0.3 0.1 0.1 0.0935
H 12.16923 11.43800 -2.90112 0.0 0.0 -0.4 0.0996
H 11.92906 13.00683 -3.81628 0.0 -0.5 -0.2 0.0674
H 15.30719 11.52683 -4.99779 0.2 -0.9 0.7 0.1308
H 13.74810 10.60522 -4.42469 0.8 -0.5 -0.3 0.1302
H 12.50710 12.11337 -5.90052 -0.1 0.0 0.2 0.1009
H 13.75909 11.34930 -6.78957 0.3 0.3 -0.2 0.1106
H 13.38821 13.98903 -7.00115 0.6 0.1 -0.2 0.1124
H 15.11104 13.36006 -6.78140 -0.1 0.5 -0.3 0.1122
H 15.64334 16.13644 -4.44143 -1.4 0.6 0.2 0.0754
H 16.50335 15.14917 -5.20369 -0.1 -1.4 -1.1 0.0829
H 15.27003 16.04383 -6.17304 0.2 -0.1 0.0 0.0960
H 12.86922 15.80291 -5.97329 0.8 0.5 0.2 0.1095
H 12.17686 14.64190 -5.03471 -0.1 -0.4 0.3 0.0864
H 13.04456 15.85462 -4.14315 -0.2 0.6 -0.3 0.1091
H 14.78355 12.26865 -1.38844 -0.7 0.3 0.0 0.0925
H 15.85439 11.70311 -2.52701 0.1 -0.4 -0.5 0.0941
H 14.38512 10.75635 -2.18184 0.1 0.0 -0.1 0.1041
H 15.77643 14.41689 -2.54098 0.4 0.0 0.3 0.1299
C 25.78146 11.66108 5.23034 0.0 0.5 1.8 -0.0134
C 26.50230 12.67022 6.26455 0.6 1.2 -2.0 -0.4144
C 26.81640 13.94707 5.45921 -0.8 0.5 -1.3 -0.1620
C 27.23785 15.20001 6.26346 0.2 -1.4 0.7 -0.1722
C 26.15883 15.43010 7.33345 0.3 -0.3 -0.5 -0.1141
C 25.78433 14.18710 8.30502 0.2 2.3 -0.8 -0.4068
N 25.58461 13.00595 7.43552 1.2 -0.2 -1.2 -0.0369
O 25.45440 11.87582 8.19629 -0.6 -0.6 0.3 -0.0494
C 26.95983 13.96212 9.32613 -0.6 0.4 0.1 -0.0089
C 24.43472 14.57575 9.01822 0.3 -0.3 0.5 -0.0227
C 27.95094 12.15694 6.62501 -1.8 -1.2 0.9 -0.0129
H 26.38166 11.34583 4.37684 0.5 0.1 0.4 0.0830
H 24.88525 12.09530 4.78720 -0.1 0.3 0.3 0.0695
H 25.47999 10.79685 5.82222 0.0 -0.2 -0.2 0.0680
H 27.46394 13.62707 4.64288 0.9 0.1 0.4 0.1171
H 25.95085 14.08615 4.81146 -0.6 0.9 0.4 0.1098
H 27.43170 16.16793 5.80121 -0.7 -0.3 -1.0 0.1140
H 28.23352 15.05865 6.68388 0.1 -0.5 0.5 0.0970
H 25.33036 15.75014 6.70154 -0.7 -0.4 0.5 0.1155
H 26.48011 16.36448 7.79368 -0.3 -0.4 1.1 0.1196
H 26.68329 13.27787 10.12827 0.1 -0.6 -0.3 0.0884
H 27.90167 13.71990 8.83383 -0.2 -0.3 0.1 0.0690
H 27.17937 14.85179 9.91638 -0.3 0.4 -0.4 0.0949
H 23.97318 13.84724 9.68483 0.4 -0.9 -0.4 0.0751
H 24.57577 15.36090 9.76101 0.4 0.5 -0.5 0.0873
H 23.64795 14.86777 8.32264 0.3 0.1 -0.2 0.0806
H 27.78093 11.26415 7.22679 0.4 0.1 0.8 0.0801
H 28.49295 12.96212 7.12100 0.3 -0.5 -0.2 0.0650
H 28.46211 11.68460 5.78615 -0.1 0.8 -0.4 0.0939
H 26.28428 11.83670 8.67730 0.4 -0.5 0.6 0.0833
```
Positions in Å, forces in eV/Å.

Calculated values
- LUMO level (eV) = -9.39
- net charge = +1
- highest occupied orbital energy (eV) = -10.35
- F_max (eV Å⁻¹) = 5.4
- DFT total energy (Eh) = -4924.676564
- 2S+1 = 1